[1]
Computed, not measured: a cluster of 2 separate species, CH2ClN3O3 in total at a distorted geometry, with the ωB97M-V functional and the def2-TZVPD basis.

```
10
Properties=species:S:1:pos:R:3:mulliken_spin:R:1
C 1.875 0.556 -0.612 -0.004
N 2.406 1.559 -0.218 0.005
N -1.005 0.044 0.483 0.743
N -1.565 -0.902 -0.077 0.456
O 1.547 -0.457 -1.097 0.003
O -1.301 -2.004 0.727 0.032
O -2.188 -0.963 -1.085 0.585
Cl -0.907 1.551 -0.220 0.171
H -1.028 -1.609 1.576 0.008
H 2.166 2.225 0.523 0.000
```

Its expectation value of S² is 2.008. The multiplicity is 3. The calculation puts the LUMO energy (spin up / spin down) at 0.290 / -3.073 eV. The value obtained for the calculated total energy is -889.183421 Ha. For the energy above the lowest of the compared OMol25 structures with the same formula, charge and spin, the calculation gives 1.492 eV.

***

[2]
Computed, not measured: a cluster of 2 separate species, CH2ClNO2 in total at a distorted geometry, with the ωB97M-V functional and the def2-TZVPD basis.

```
7
Properties=species:S:1:pos:R:3:mulliken_charge:R:1
C 0.608 0.885 0.279 -0.318
N -0.460 -1.149 -0.324 0.685
O -1.563 -0.751 -0.418 -0.437
O 0.030 -2.239 -0.424 -0.489
Cl -0.811 1.734 0.172 -0.031
H 0.938 0.635 1.281 0.293
H 1.259 0.884 -0.566 0.297
```

The multiplicity is 1. The calculation puts the LUMO energy (spin up / spin down) at -0.561 / -1.033 eV. The value obtained for the calculated total energy is -704.548423 Ha. For the energy above the lowest of the compared OMol25 structures with the same formula, charge and spin, the calculation gives 4.681 eV.

***

[3]
Computed, not measured: the molecule CH2ClNO4S at a distorted geometry, with the ωB97M-V functional and the def2-TZVPD basis.

```
10
Properties=species:S:1:pos:R:3:mulliken_charge:R:1
O 0.518 -1.536 -0.916 -0.530
N 1.278 -0.798 -0.375 1.026
O 2.469 -0.851 -0.476 -0.560
C 0.578 0.392 0.388 -0.574
S -1.160 0.123 -0.111 1.061
O -1.627 -0.947 0.637 -0.476
O -1.338 0.318 -1.473 -0.483
Cl -1.978 1.719 0.832 -0.215
H 0.862 1.343 0.025 0.378
H 0.397 0.237 1.469 0.372
```

The multiplicity is 1. The calculation puts the LUMO energy at -0.353 eV. The value obtained for the calculated total energy is -1253.250615 Ha. For the energy above the lowest of the compared OMol25 structures with the same formula, charge and spin, the calculation gives 3.140 eV.

***

[4]
Computed, not measured: a structure of composition CH2ClNOS2 at a distorted geometry, with the ωB97M-V functional and the def2-TZVPD basis.

```
8
Properties=species:S:1:pos:R:3:mulliken_charge:R:1
C -1.825 0.477 -0.066 0.417
N 1.283 -0.836 -0.643 -0.265
O -1.846 1.635 -0.305 -0.360
S -0.167 -0.945 0.008 0.150
S 2.368 0.112 0.183 -0.110
Cl -3.310 -0.405 0.423 -0.177
H 0.289 -0.502 1.193 0.193
H 3.207 0.464 -0.793 0.153
```

The multiplicity is 1. The calculation puts the LUMO energy (spin up / spin down) at -0.778 / -0.778 eV. The value obtained for the calculated total energy is -1425.741154 Ha. For the energy above the lowest of the compared OMol25 structures with the same formula, charge and spin, the calculation gives 2.377 eV.

***

[5]
Computed, not measured: a cluster of 2 separate species, CH2ClNOS2 in total at a distorted geometry, with the ωB97M-V functional and the def2-TZVPD basis.

```
8
Properties=species:S:1:pos:R:3:mulliken_charge:R:1
C 0.475 -0.569 1.629 0.279
N -0.552 -0.060 -0.059 -0.354
O -0.115 -1.257 2.399 -0.299
S 0.575 1.660 -2.095 -0.189
S 0.846 -0.130 -1.065 0.051
Cl -1.877 -1.151 -0.378 -0.058
H 1.346 0.037 1.484 0.380
H -0.697 1.470 -1.914 0.191
```

The multiplicity is 1. The calculation puts the LUMO energy at -0.535 eV. The value obtained for the calculated total energy is -1425.730576 Ha. For the energy above the lowest of the compared OMol25 structures with the same formula, charge and spin, the calculation gives 2.665 eV.

***

[6]
Computed, not measured: the molecule CH2ClNOS2 at a distorted geometry, with the ωB97M-V functional and the def2-TZVPD basis.

```
8
Properties=species:S:1:pos:R:3:mulliken_charge:R:1
O -0.644 0.846 1.660 -0.380
C -0.056 -0.145 0.794 0.638
Cl 0.831 -1.321 1.593 -0.084
N -0.168 0.036 -0.477 -0.125
S -0.773 1.366 -1.165 -0.370
S 0.342 -1.436 -1.429 -0.120
H -1.005 1.534 1.127 0.245
H 1.472 -0.881 -2.104 0.196
```

The multiplicity is 1. The calculation puts the LUMO energy at -0.165 eV. The value obtained for the calculated total energy is -1425.784856 Ha. For the energy above the lowest of the compared OMol25 structures with the same formula, charge and spin, the calculation gives 1.188 eV.